DFT (ωB97M-V/def2-TZVPD) results for a cluster of 2 separate species, C10H17N in total.

Last column: Mulliken charge in e.
Geometry (Å):
C  2.001  0.337  0.843  -0.023
C  1.980  -0.368  -0.325  0.480
C  2.980  -0.101  -1.285  -0.618
N  3.959  0.766  -1.053  -0.541
C  4.085  1.377  0.118  -0.268
C  3.034  1.259  1.044  -0.616
H  1.230  0.111  1.628  0.339
H  1.279  -1.046  -0.587  -0.109
H  2.894  -0.502  -2.280  0.386
H  4.921  2.079  0.231  0.337
H  3.055  1.610  2.047  0.361
C  -0.204  -2.186  0.170  -0.801
C  -1.132  -1.232  -0.640  -0.389
C  -1.816  -0.115  0.181  -0.502
C  -2.858  0.438  -0.563  -0.130
C  -3.483  1.442  0.449  -1.202
H  0.450  -1.488  0.937  0.148
H  -0.781  -3.214  0.773  0.279
H  0.632  -2.551  -0.667  0.315
H  -2.010  -1.941  -1.027  0.253
H  -0.425  -0.844  -1.472  0.305
H  -2.020  -0.510  1.310  0.274
H  -1.054  0.629  0.505  0.162
H  -3.845  -0.184  -0.939  0.281
H  -2.414  0.963  -1.390  0.314
H  -2.619  2.283  0.582  0.221
H  -4.181  1.976  -0.099  0.460
H  -3.662  1.010  1.511  0.285

Calculated values
- SMILES string: c1ccncc1.CCCCC
- Strongest force on any atom: 0.1365 Eh/bohr
- LUMO energy: 0.90 eV
- Energy relative to the best compared isomer or geometry (same formula, charge and spin): 5.550 eV
- HOMO-LUMO gap: 0.3792 Ha
- Net charge: 0
- E_HOMO: -9.422 eV
- Spin multiplicity: 1